(1)
{
  "formula": "C11H9NO4Zn",
  "method": "ωB97M-V/def2-TZVPD",
  "e_tot_ev": -69630.6592,
  "charge": 2,
  "elements": ["Zn", "O", "O", "O", "O", "N", "C", "C", "C", "C", "C", "C", "C", "C", "C", "C", "C", "H", "H", "H", "H", "H", "H", "H", "H", "H"],
  "coordinates": [[0.01547, -0.15679, -0.11710], [3.15054, -0.00328, -0.00696], [0.00256, 1.52615, 2.72884], [-3.13957, -0.00768, -0.00896], [-0.00612, 2.84402, -1.35605], [0.62883, -1.55104, 1.46314], [-0.17945, -2.56267, 1.35120], [0.00395, -1.67744, -1.58718], [2.00526, 0.00935, -0.09057], [-1.99076, -0.04873, -0.02766], [1.60022, -1.38104, 2.30726], [0.02839, -3.63933, 2.20180], [0.00052, -0.47550, -2.25230], [-0.02480, 0.99166, 1.72209], [1.84441, -2.44098, 3.18738], [1.05111, -3.57717, 3.12457], [-0.00846, 1.79310, -0.90822], [-0.63414, -4.48460, 2.11868], [2.64810, -2.35680, 3.91796], [1.21963, -4.40907, 3.80311], [-0.93234, -2.26077, -1.45911], [0.93637, -0.06934, -2.68557], [-1.01353, -2.57253, 0.61534], [-0.93516, -0.07263, -2.68566], [0.94266, -2.25523, -1.45559], [2.22970, -0.48257, 2.40248]],
  "forces_ev_per_a": [[0.3, -0.5, 1.5], [-4.0, 0.0, -0.3], [-0.1, -1.5, -2.6], [4.5, -0.1, -0.1], [0.0, -3.2, 1.4], [-1.2, 3.2, -3.0], [-0.5, -2.4, 1.1], [0.0, -0.6, -2.3], [6.8, 0.5, 0.0], [-6.8, 0.0, 0.4], [1.2, -1.9, 2.4], [-0.9, -0.2, -0.6], [0.0, -2.0, -1.9], [0.0, 2.7, 4.3], [0.6, 0.5, 0.3], [0.2, -0.1, 0.3], [-0.2, 5.1, -2.2], [0.0, -0.3, 0.2], [-0.2, -0.1, -0.2], [0.0, 0.2, -0.1], [0.6, 0.6, 0.0], [-0.5, -0.1, 0.6], [0.8, 0.1, 0.7], [0.5, -0.1, 0.6], [-0.6, 0.6, 0.1], [-0.6, -0.3, -0.5]],
  "mulliken_charge": [1.225, -0.153, -0.111, -0.134, -0.123, -0.035, -0.057, -0.496, 0.226, 0.101, 0.469, -1.058, -0.578, 0.111, -0.937, -0.151, 0.169, 0.440, 0.418, 0.430, 0.425, 0.417, 0.259, 0.408, 0.316, 0.418]
}

(2)
{
  "formula": "C12H101N2O41",
  "method": "ωB97M-V/def2-TZVPD",
  "e_tot_ev": -101009.8758,
  "charge": -1,
  "elements": ["O", "O", "O", "O", "O", "O", "O", "O", "O", "O", "O", "O", "O", "O", "O", "O", "O", "O", "O", "O", "O", "O", "O", "O", "O", "O", "O", "O", "O", "O", "O", "O", "O", "O", "O", "O", "O", "O", "O", "O", "O", "N", "N", "C", "C", "C", "C", "C", "C", "C", "C", "C", "C", "C", "C", "H", "H", "H", "H", "H", "H", "H", "H", "H", "H", "H", "H", "H", "H", "H", "H", "H", "H", "H", "H", "H", "H", "H", "H", "H", "H", "H", "H", "H", "H", "H", "H", "H", "H", "H", "H", "H", "H", "H", "H", "H", "H", "H", "H", "H", "H", "H", "H", "H", "H", "H", "H", "H", "H", "H", "H", "H", "H", "H", "H", "H", "H", "H", "H", "H", "H", "H", "H", "H", "H", "H", "H", "H", "H", "H", "H", "H", "H", "H", "H", "H", "H", "H", "H", "H", "H", "H", "H", "H", "H", "H", "H", "H", "H", "H", "H", "H", "H", "H", "H", "H"],
  "coordinates": [[1.14681, -6.25030, 1.85766], [-3.57812, 0.21832, 6.21415], [-2.21976, 4.04147, -1.56402], [7.56968, -3.94781, 4.10602], [2.44118, 1.07106, -7.19974], [1.79396, 3.65684, -4.96851], [-2.80501, 1.37801, -10.02534], [0.81387, -0.59970, -10.74803], [0.35505, -1.01775, -5.92041], [9.76619, -5.44320, 3.66848], [-3.18234, -2.96004, -3.38172], [-0.92956, 1.22293, -4.12319], [-7.61939, 6.73562, 1.02800], [-2.31290, 0.39615, -6.75361], [-0.88461, 4.05223, -4.80897], [5.02885, 1.12056, 6.51349], [-6.66686, 2.86427, 3.76502], [0.53312, -2.47033, 2.46966], [2.01887, -1.63198, -8.40552], [3.47150, -2.84505, 1.90519], [-1.52414, 4.12991, 3.08281], [-8.27264, -0.35881, -1.25281], [4.54517, -4.59090, 3.90553], [-3.27138, -0.21613, -2.33112], [-2.46975, -5.61348, -2.10809], [-3.07861, -7.80703, -4.27702], [3.90200, -2.65453, -6.57207], [-4.84904, 4.63690, 2.37252], [-5.65956, 0.86386, -0.98973], [-6.25475, -2.96576, -4.62639], [0.07461, 4.44129, 6.42713], [-7.33539, 3.41000, 0.64178], [2.37208, -4.98324, 6.54075], [0.66502, 1.89981, 3.27874], [0.80446, 5.79316, 3.75615], [3.54820, 6.30700, 2.91700], [-2.62984, 5.59773, 6.82421], [-2.41840, -5.50528, -6.24489], [0.22037, -5.01195, 3.92188], [8.14783, -0.96498, 4.06968], [3.89045, -6.31336, 0.71107], [2.75650, 2.21498, -0.36671], [1.99272, 1.05074, -0.58610], [4.44929, 0.81887, 1.01945], [-1.35913, 0.40334, 0.96381], [-2.91603, 0.39245, 2.93310], [-3.15167, 2.24074, 1.14139], [-2.01818, 1.60806, 0.41645], [1.10968, 0.79460, 0.53676], [-1.78495, -0.23711, 2.20453], [4.54891, 1.32709, 2.51138], [4.17897, 1.94740, -0.05001], [5.22767, 0.14225, 3.34531], [-3.54505, 1.60211, 2.41211], [-0.13588, -0.12863, 0.11764], [1.55897, -1.93995, -9.19730], [-1.85740, 0.79672, -5.99974], [1.60298, 0.59145, -7.17151], [2.24835, 3.32172, -5.75184], [-0.17366, 1.62678, 2.88363], [-7.32515, 2.46298, 0.45755], [-5.85228, 0.08847, -0.44749], [-1.50996, -5.64115, -6.53440], [3.82178, -1.69163, -6.53151], [-3.64626, 3.16338, 0.74655], [3.15692, -4.58498, 6.14112], [2.51727, -2.40534, -8.10557], [0.46136, 4.67268, 5.56970], [-0.13294, 1.75741, -3.97194], [-8.01530, -1.05443, -1.86637], [7.49447, -2.98284, 4.12868], [5.24088, 2.22109, 2.56757], [5.18317, 0.30293, 4.45157], [-3.13571, 2.23213, -9.72707], [-3.63059, 1.18065, 6.24609], [0.57287, 6.54142, 4.31945], [2.36714, 2.81637, 0.37087], [0.11162, -0.46473, -11.39515], [3.56240, 1.59677, 2.96791], [-7.61003, 5.78679, 0.84355], [-2.39550, 6.29024, 7.45074], [4.10164, -5.61884, 1.35087], [-1.54666, -5.78296, -1.88856], [1.61064, -6.58565, 1.07891], [0.81184, 4.50951, 7.04371], [-2.68400, 0.02359, 6.51835], [0.01668, -5.78383, 4.46183], [4.58528, 2.91087, 0.39540], [-0.10316, -1.32712, -6.71133], [0.06629, -1.17223, 0.48979], [0.42709, 2.64907, 3.83815], [-7.23225, 2.18843, 4.15840], [8.97436, -1.45653, 3.98378], [-4.36312, 2.06535, 3.00760], [2.69050, 5.86118, 2.96388], [4.05483, 5.77468, 2.29302], [-7.45892, 0.14860, -1.11838], [-2.21091, 4.68372, -0.84436], [-7.07978, -3.24726, -5.03720], [-6.51283, -2.22510, -4.06563], [5.47189, 0.38747, 0.77543], [8.35643, -0.26326, 4.69767], [-1.09316, 3.13718, -4.58423], [-2.43035, -4.87263, -2.73357], [10.30004, -5.96093, 3.05617], [0.66052, 1.74140, 0.98197], [-4.75986, 0.71708, -1.28740], [8.92366, -5.91329, 3.70009], [3.07547, -3.25861, 1.12945], [-2.84825, -0.13238, -1.46409], [4.11205, 0.82356, 6.47040], [4.79950, -2.82700, -6.26701], [-6.20094, 3.24933, 4.51675], [8.46601, -4.12136, 4.41477], [-2.30310, 1.04606, -9.26921], [-0.72272, 4.47130, -3.95429], [3.73943, -0.04398, 0.98505], [1.13134, -5.16359, 3.63032], [1.67887, -4.83548, 5.88590], [1.58225, -0.17075, -11.14143], [1.11257, 4.24559, -5.32362], [-2.61073, -6.28239, -5.70138], [4.63709, -0.78027, 3.06590], [6.26948, -0.05901, 2.97222], [-4.00978, -3.24199, -3.79355], [-3.14160, 3.76195, -1.61684], [-3.07301, -7.15600, -3.55846], [-2.86385, -0.28894, -6.35668], [-1.81598, 5.07913, 6.73186], [-1.24677, -1.15862, 2.55376], [0.47206, -5.66312, 1.49681], [4.59076, -3.85740, 3.27131], [-1.94019, 3.71778, 2.31056], [-0.34478, -0.08331, -0.97979], [-5.25646, 4.22421, 1.59843], [-2.76701, 0.38350, -2.89552], [1.60692, 0.25294, 1.41990], [4.69672, 1.70779, -1.02004], [-3.99769, -8.09231, -4.32737], [2.97281, 0.56726, -7.82523], [-7.56133, 3.46324, 1.58038], [-0.63374, 0.53842, -4.73591], [0.84894, -1.78874, -5.61831], [-1.66525, 2.06213, -0.53958], [0.99646, -2.07736, 3.22015], [2.73785, -2.37473, 2.31865], [5.46965, -4.75939, 4.12568], [-3.44150, -2.21670, -2.81695], [-2.25053, 4.59970, 3.51246], [-5.57711, 5.10262, 2.79748], [-0.03730, -3.14038, 2.87235], [-0.04098, 5.52265, 3.36409], [-7.84648, 6.79084, 1.96285], [-3.22876, -0.11852, 3.88770], [5.03262, 1.76874, 7.22690], [4.70487, -6.82218, 0.63886]],
  "forces_ev_per_a": [[0.0, -0.2, -0.6], [0.0, 0.1, 0.2], [-0.2, 0.2, 0.0], [-0.1, 0.2, 0.2], [0.1, 0.2, -0.1], [0.3, 0.2, -0.4], [0.1, 0.0, 0.0], [0.0, 0.0, -0.3], [-0.2, 0.0, 0.0], [0.2, -0.5, 0.0], [-0.3, -0.2, 0.0], [-0.2, 0.3, -0.2], [0.0, -0.2, 0.2], [0.0, -0.1, 0.0], [-0.3, 0.4, 0.1], [-0.1, 0.1, 0.4], [-0.4, -0.1, 0.2], [0.0, -0.2, 0.2], [0.0, -0.6, -0.2], [0.2, -0.2, 0.0], [0.0, 0.5, 0.2], [0.1, -0.1, 0.1], [0.2, -0.1, -0.1], [-0.3, 0.2, 0.4], [0.2, -0.3, -0.3], [-0.2, 0.2, 0.0], [0.1, 0.2, 0.0], [0.0, 0.2, 0.0], [-0.9, -0.1, 0.5], [-0.2, 0.1, 0.1], [0.1, 0.1, 0.1], [-0.1, 0.2, 0.3], [0.0, 0.1, -0.1], [0.0, 0.2, 0.7], [-0.3, 0.0, 0.5], [0.1, -0.2, -0.1], [0.0, 0.0, 0.1], [0.1, -0.1, 0.0], [0.1, 0.3, 0.7], [0.5, -0.3, 0.1], [0.2, 0.1, 0.0], [1.0, 0.5, 0.4], [-1.6, -0.7, 0.3], [0.9, 0.3, 0.3], [-0.5, 0.2, -0.7], [1.4, 0.1, -1.8], [2.0, -2.8, 0.7], [-1.6, -0.3, 2.2], [0.2, -0.2, -1.0], [-1.5, 2.4, -0.9], [1.1, -0.8, 0.1], [-0.5, 0.0, 0.7], [-0.9, 0.1, -0.8], [0.7, -0.5, -0.5], [-0.3, 0.2, 1.9], [-0.1, 0.4, -0.1], [-0.2, 0.2, -0.2], [0.1, -0.1, 0.1], [0.0, -0.2, 0.2], [0.1, 0.0, 0.0], [0.2, 0.1, -0.2], [0.5, 0.1, 0.2], [-0.1, 0.1, 0.0], [-0.1, 0.0, 0.1], [0.5, -1.1, 0.5], [0.0, -0.1, -0.1], [0.1, 0.1, 0.1], [0.0, 0.0, -0.2], [0.2, -0.3, 0.3], [-0.1, 0.1, 0.1], [-0.3, 0.0, 0.0], [-0.8, -0.7, -0.1], [0.3, -0.2, -1.1], [0.0, -0.1, 0.0], [0.0, -0.1, -0.1], [0.2, 0.1, -0.2], [0.0, -0.3, -0.1], [0.0, 0.0, 0.2], [0.7, -0.2, -0.6], [0.0, 0.1, -0.2], [0.0, -0.1, -0.1], [-0.2, -0.1, 0.1], [-0.1, 0.0, 0.0], [0.3, 0.1, 0.2], [-0.1, -0.1, 0.0], [-0.1, 0.0, -0.1], [-0.1, 0.0, -0.2], [-0.1, -0.9, -0.7], [0.0, 0.1, 0.0], [-0.2, 0.9, -0.8], [-0.1, 0.0, -0.1], [0.1, 0.0, 0.0], [0.0, 0.2, -0.1], [0.7, -0.4, -0.6], [0.0, 0.1, 0.1], [0.0, 0.1, 0.1], [-0.3, 0.1, -0.5], [0.1, 0.0, -0.1], [0.1, -0.1, 0.0], [0.1, 0.0, -0.1], [-1.0, 0.3, 0.3], [-0.2, 0.0, 0.0], [-0.1, 0.0, -0.1], [-0.2, 0.3, 0.2], [0.1, 0.1, 0.1], [0.6, -0.6, -0.5], [0.5, -0.1, -0.5], [0.0, 0.1, -0.1], [0.0, 0.2, 0.0], [0.3, -0.1, 0.0], [0.1, 0.0, -0.1], [-0.1, -0.1, 0.0], [0.1, 0.0, -0.2], [0.0, 0.1, -0.1], [-0.1, 0.0, 0.1], [-0.1, -0.1, 0.0], [0.4, 0.9, -0.3], [-0.1, -0.1, -0.3], [0.1, 0.1, 0.0], [0.0, 0.0, 0.2], [-0.1, -0.4, 0.2], [-0.1, -0.1, 0.1], [0.6, 0.7, 0.5], [-1.0, 0.4, 0.6], [0.1, 0.0, -0.1], [0.1, 0.0, -0.1], [0.2, 0.1, 0.2], [0.0, 0.0, -0.1], [0.1, 0.0, 0.0], [-0.8, 1.2, -0.4], [0.0, 0.0, 0.2], [-0.4, 0.0, 0.0], [0.1, -0.1, 0.1], [0.4, 0.1, 0.9], [-0.1, -0.1, 0.1], [0.3, 0.0, -0.1], [-0.5, 0.3, -0.2], [-0.3, 0.2, 0.9], [0.1, 0.0, -0.1], [-0.2, 0.0, 0.0], [0.1, -0.2, 0.0], [0.5, -0.4, 0.2], [0.1, 0.2, 0.1], [-0.1, -0.5, 1.0], [-0.3, 0.2, 0.0], [0.0, 0.0, -0.3], [0.1, 0.1, 0.1], [0.3, 0.1, -0.1], [-0.1, -0.2, -0.1], [0.1, 0.0, -0.1], [0.2, -0.1, 0.1], [0.0, -0.4, -0.2], [0.0, 0.1, -0.1], [0.1, 1.0, -1.2], [0.0, 0.0, -0.1], [-0.1, 0.0, 0.0]],
  "mulliken_charge": [-0.591, -0.639, -0.593, -0.629, -0.607, -0.599, -0.657, -0.580, -0.503, -0.648, -0.587, -0.539, -0.624, -0.558, -0.696, -0.625, -0.521, -0.558, -0.543, -0.528, -0.654, -0.627, -0.580, -0.747, -0.683, -0.690, -0.654, -0.528, -0.634, -0.598, -0.658, -0.627, -0.647, -0.492, -0.591, -0.656, -0.640, -0.637, -0.663, -0.628, -0.630, -0.146, -0.840, -0.197, -0.240, -0.466, -1.195, 0.574, 0.307, 0.109, 0.022, -0.910, -0.439, 0.060, -0.651, 0.284, 0.273, 0.308, 0.284, 0.207, 0.286, 0.391, 0.300, 0.341, -0.135, 0.322, 0.313, 0.387, 0.336, 0.295, 0.336, 0.344, 0.084, 0.313, 0.308, 0.298, 0.280, 0.293, -0.059, 0.338, 0.284, 0.348, 0.321, 0.275, 0.277, 0.319, 0.282, 0.221, 0.294, 0.183, 0.201, 0.252, 0.294, 0.546, 0.339, 0.338, 0.393, 0.267, 0.296, 0.296, 0.430, 0.287, 0.310, 0.350, 0.295, 0.090, 0.194, 0.321, 0.261, 0.343, 0.311, 0.292, 0.286, 0.359, 0.324, 0.353, 0.003, 0.329, 0.330, 0.292, 0.327, 0.357, -0.034, 0.249, 0.295, 0.289, 0.378, 0.315, 0.374, 0.107, 0.298, 0.339, 0.275, 0.028, 0.278, 0.239, -0.166, 0.268, 0.321, 0.271, 0.278, 0.188, 0.211, 0.745, 0.293, 0.202, 0.259, 0.284, 0.305, 0.257, 0.215, 0.329, 0.303, 0.351, 0.287, 0.271]
}

> Which of these has the lowest charge?

C12H101N2O41

> charge of number 1 (C11H9NO4Zn)?

+2

> charge of number 2 (C12H101N2O41)?

-1